Entry 1:
The following is a DFT calculation (ωB97M-V/def2-TZVPD) of C39H39BrLaN10O5S2SbSe4 as an isolated structure.

Summary:
E_HOMO (spin up / spin down) = -0.497 / -0.490 eV
E_tot = -426711.6542 eV
energy above the lowest of the compared OMol25 structures with the same formula, charge and spin = 78.38 kcal/mol
HOMO-LUMO gap (spin up / spin down) = 2.90 / 2.90 eV

Structure (ORCA input):
```
! RIJCOSX wB97M-V def2-TZVPD def2/J DEFGRID3
* xyz -2 1
La 0.18 0.61 0.32
O 0.81 5.28 1.60
C 0.43 3.96 1.36
O 0.75 3.46 0.25
C -0.56 3.63 2.36
C -0.89 4.30 3.60
C -1.83 3.70 4.46
C -2.59 2.48 4.17
C -2.01 1.73 3.02
N -0.96 2.37 2.43
C -2.26 0.40 2.45
O -3.12 -0.39 3.09
O -1.61 -0.14 1.53
H 1.60 5.42 1.06
H -0.44 5.29 3.79
H -1.84 4.10 5.50
H -3.41 2.03 4.74
H -3.62 -1.02 2.47
Br 7.43 3.74 0.71
C 6.01 2.58 0.77
C 5.66 2.10 2.01
C 4.55 1.25 2.15
C 3.53 1.31 1.14
O 2.34 0.86 1.42
C 3.97 1.69 -0.15
C 3.29 1.22 -1.45
N 1.82 1.38 -1.50
C 1.22 1.86 -2.62
C 1.96 2.10 -3.87
C 1.48 3.04 -4.78
C 0.18 3.53 -4.71
C -0.67 3.12 -3.67
C -1.92 3.77 -3.44
C -2.64 3.52 -2.26
C -2.18 2.54 -1.37
N -0.96 1.98 -1.52
C -0.17 2.30 -2.55
C 5.11 2.43 -0.29
H 6.24 2.34 2.90
H 4.39 0.70 3.09
H 3.79 1.86 -2.19
H 2.93 1.64 -4.05
H 2.07 3.29 -5.68
H -0.23 4.12 -5.50
H -2.28 4.45 -4.19
H -3.69 3.88 -2.19
H -2.79 2.31 -0.47
H 5.32 2.82 -1.28
C -1.13 -3.41 -4.09
C -0.18 -3.17 -2.95
N 0.92 -3.89 -2.84
N 1.33 -3.68 -1.57
C 0.59 -2.72 -0.91
S 0.59 -2.39 0.77
N -0.35 -2.34 -1.83
N -1.15 -1.18 -1.70
H -0.51 -3.55 -4.99
H -1.77 -2.56 -4.25
H -1.72 -4.30 -3.91
H 2.15 -4.19 -1.30
H -2.08 -1.51 -1.34
H -1.24 -0.79 -2.64
C -6.83 -0.15 1.11
C -6.40 0.14 -0.35
N -5.12 -0.48 -0.63
C -4.71 -1.69 -0.13
N -3.61 -2.25 -0.53
C -3.34 -3.66 -0.31
C -3.76 -4.16 1.07
C -5.21 -3.70 1.28
N -5.46 -2.29 0.83
C -6.69 -1.65 1.32
H -7.89 0.11 1.21
H -6.25 0.39 1.87
H -6.32 1.24 -0.45
H -7.24 -0.25 -0.96
H -4.50 -0.09 -1.37
H -2.27 -3.81 -0.56
H -3.84 -4.23 -1.11
H -3.07 -3.79 1.78
H -3.69 -5.23 1.13
H -5.36 -3.70 2.35
H -5.97 -4.36 0.80
H -6.80 -1.84 2.40
H -7.50 -2.16 0.76
S 3.61 -0.52 -1.85
C 5.12 -1.24 -1.34
C 6.32 -0.93 -2.04
C 7.52 -1.54 -1.69
C 7.55 -2.46 -0.62
C 6.36 -2.84 -0.04
C 5.15 -2.19 -0.34
H 6.15 -0.11 -2.75
H 8.42 -1.33 -2.23
H 8.47 -2.92 -0.24
H 6.37 -3.69 0.68
H 4.28 -2.41 0.29
Se 3.45 -0.81 8.43
Sb 3.35 -2.29 6.46
Se 3.16 -1.15 4.26
Se 5.36 -3.68 6.34
Se 1.33 -3.56 6.09
*
```

Entry 2:
The following is a DFT calculation (ωB97M-V/def2-TZVPD) of an isolated molecule of C2H4ClN3O2.

Summary:
E_HOMO (spin up / spin down) = -9.032 / -9.114 eV
E_tot = -23219.2081 eV
energy above the lowest of the compared OMol25 structures with the same formula, charge and spin = 145.43 kcal/mol
HOMO-LUMO gap (spin up / spin down) = 7.98 / 7.68 eV

Structure (ORCA input):
```
! RIJCOSX wB97M-V def2-TZVPD def2/J DEFGRID3
* xyz 0 1
C -0.56 -0.76 -0.06
C -0.79 0.76 0.33
N 0.38 0.44 -1.40
N 0.47 1.24 -0.35
N 0.49 -1.30 0.62
O 1.10 -0.54 1.39
O 0.78 -2.46 0.38
Cl -2.29 1.36 -0.33
H -1.49 -1.32 -0.45
H -0.76 1.23 1.36
H 1.36 0.23 -1.69
H 1.32 1.12 0.19
*
```

Entry 3:
The following is a DFT calculation (ωB97M-V/def2-TZVPD) of a 11-piece molecular cluster, C62H148N2O29 overall.

Summary:
E_HOMO = -9.027 eV
E_tot = -129025.2185 eV
energy above the lowest of the compared OMol25 structures with the same formula, charge and spin = 73.66 kcal/mol
SMILES = COC[C@H](C)N.COC[C@H](C)N.COCCOCCOC.COCCOCCOC.COCCOCCOC.COCCOCCOC.COCCOCCOC.COCCOCCOC.COCCOCCOC.COCCOCCOC.COCCOCCOC
HOMO-LUMO gap = 9.56 eV

Structure (ORCA input):
```
! RIJCOSX wB97M-V def2-TZVPD def2/J DEFGRID3
* xyz 0 1
C 1.88 0.66 -1.65
O 1.45 -0.60 -1.13
C 0.02 -0.64 -1.13
C -0.74 -0.34 0.26
C -2.30 -0.58 0.29
N -0.38 0.98 0.79
H 1.22 1.45 -1.28
H 1.71 0.69 -2.73
H 2.90 0.87 -1.35
H -0.47 -0.01 -1.87
H -0.19 -1.70 -1.19
H -0.36 -0.91 1.11
H -2.52 -1.54 -0.17
H -3.04 0.06 -0.20
H -2.67 -0.55 1.32
H 0.57 1.06 0.46
H -0.10 0.85 1.75
C -4.15 2.46 1.09
O -3.99 1.56 2.20
C -5.21 1.10 2.84
C -4.78 0.16 4.01
C -5.91 -0.75 4.51
N -4.24 1.04 5.07
H -4.75 3.34 1.32
H -4.47 2.01 0.15
H -3.15 2.88 0.96
H -5.84 1.94 3.15
H -5.85 0.56 2.14
H -3.99 -0.55 3.79
H -6.80 -0.16 4.73
H -5.73 -1.17 5.50
H -6.29 -1.47 3.79
H -3.46 1.41 4.56
H -4.84 1.83 5.27
C 4.55 -2.76 6.84
O 5.78 -2.71 6.18
C 5.94 -3.79 5.18
C 5.52 -3.47 3.77
O 4.12 -3.12 3.79
C 3.45 -2.67 2.56
C 3.60 -1.18 2.27
O 4.96 -0.98 1.79
C 5.29 0.34 1.67
H 4.42 -2.00 7.61
H 4.43 -3.75 7.28
H 3.79 -2.75 6.07
H 5.68 -4.80 5.49
H 7.02 -3.88 5.03
H 5.55 -4.40 3.19
H 6.15 -2.74 3.27
H 2.40 -2.94 2.63
H 3.91 -3.26 1.77
H 3.37 -0.57 3.15
H 2.90 -0.84 1.50
H 5.27 0.86 2.63
H 4.88 0.93 0.86
H 6.29 0.40 1.24
C -3.54 6.48 -4.98
O -4.08 5.10 -5.03
C -5.44 5.07 -5.41
C -6.10 3.81 -4.78
O -5.99 3.94 -3.37
C -6.20 2.66 -2.72
C -5.04 1.66 -2.88
O -5.55 0.35 -2.91
C -4.35 -0.50 -2.93
H -4.04 6.98 -4.15
H -3.59 7.09 -5.88
H -2.46 6.52 -4.82
H -5.44 4.92 -6.49
H -5.93 5.98 -5.08
H -5.57 2.97 -5.23
H -7.16 3.89 -5.00
H -7.14 2.31 -3.13
H -6.46 2.80 -1.68
H -4.35 1.74 -2.05
H -4.48 1.78 -3.81
H -3.81 -0.14 -3.80
H -4.66 -1.51 -3.18
H -3.65 -0.63 -2.10
C -5.04 9.88 -0.04
O -5.94 8.94 -0.65
C -6.09 7.72 0.14
C -5.41 6.44 -0.40
O -3.96 6.53 -0.28
C -3.29 5.38 -0.83
C -1.76 5.69 -1.22
O -1.05 4.53 -1.14
C 0.36 4.80 -1.25
H -4.09 9.49 0.31
H -5.66 10.35 0.72
H -4.81 10.75 -0.66
H -7.16 7.54 0.15
H -5.79 7.86 1.18
H -5.68 6.36 -1.46
H -5.74 5.59 0.19
H -3.78 4.95 -1.70
H -3.46 4.64 -0.06
H -1.47 6.31 -0.37
H -1.67 6.13 -2.21
H 0.70 5.17 -0.28
H 0.69 5.44 -2.07
H 0.96 3.90 -1.29
C 6.98 1.49 -7.90
O 6.19 1.09 -6.69
C 6.79 0.86 -5.49
C 7.12 2.15 -4.71
O 6.05 3.04 -4.70
C 6.15 4.08 -3.74
C 4.85 4.86 -3.60
O 3.64 4.15 -3.17
C 3.33 2.99 -3.99
H 7.90 0.91 -7.98
H 7.19 2.56 -7.89
H 6.36 1.22 -8.75
H 7.65 0.21 -5.67
H 6.07 0.28 -4.92
H 8.03 2.54 -5.16
H 7.31 1.83 -3.68
H 6.97 4.74 -4.00
H 6.49 3.69 -2.78
H 4.61 5.26 -4.58
H 4.94 5.77 -3.01
H 3.97 2.18 -3.66
H 3.48 3.14 -5.06
H 2.28 2.77 -3.78
C 3.85 -11.61 0.83
O 3.68 -10.22 0.72
C 3.84 -9.89 -0.69
C 3.42 -8.48 -0.96
O 4.13 -7.53 -0.15
C 3.42 -6.32 -0.17
C 2.19 -6.22 0.81
O 0.97 -5.61 0.31
C 1.11 -4.32 -0.28
H 4.74 -12.00 0.33
H 3.01 -12.10 0.33
H 3.87 -11.96 1.87
H 3.20 -10.50 -1.33
H 4.85 -10.06 -1.07
H 2.37 -8.45 -0.68
H 3.49 -8.26 -2.02
H 3.21 -6.00 -1.19
H 4.01 -5.47 0.16
H 2.43 -5.65 1.70
H 1.90 -7.25 1.02
H 1.96 -3.82 0.19
H 0.38 -3.52 -0.20
H 1.28 -4.47 -1.35
C -0.32 3.52 2.70
O 1.01 3.12 2.77
C 1.96 4.26 3.09
C 3.11 3.84 4.03
O 4.31 3.76 3.25
C 5.53 3.22 3.70
C 6.41 4.28 4.39
O 5.74 4.63 5.56
C 6.25 5.81 6.30
H -1.04 2.70 2.69
H -0.56 3.93 1.72
H -0.57 4.20 3.51
H 1.45 5.09 3.57
H 2.25 4.74 2.15
H 3.03 2.77 4.19
H 3.07 4.41 4.96
H 6.15 2.79 2.91
H 5.60 2.32 4.31
H 6.37 5.25 3.90
H 7.33 3.85 4.79
H 7.26 5.63 6.68
H 5.67 5.84 7.22
H 6.16 6.66 5.62
C -3.33 -4.38 -2.07
O -3.83 -4.27 -3.41
C -5.19 -4.70 -3.78
C -5.38 -6.19 -3.60
O -6.55 -6.50 -2.80
C -6.33 -7.42 -1.73
C -7.79 -7.64 -1.12
O -8.80 -7.95 -2.06
C -10.08 -7.59 -1.41
H -3.04 -5.43 -1.96
H -4.14 -4.15 -1.38
H -2.47 -3.72 -1.96
H -5.23 -4.31 -4.80
H -5.95 -4.16 -3.22
H -4.52 -6.73 -3.19
H -5.51 -6.74 -4.53
H -5.83 -6.78 -1.01
H -5.78 -8.35 -1.84
H -8.00 -6.69 -0.61
H -7.82 -8.41 -0.34
H -10.78 -7.81 -2.21
H -10.07 -6.54 -1.13
H -10.37 -8.13 -0.51
C 0.68 0.32 4.94
O 0.45 0.14 6.29
C -0.49 1.06 6.90
C 0.02 2.48 7.20
O 0.97 2.53 8.32
C 2.32 2.22 7.94
C 3.14 1.80 9.15
O 2.75 0.56 9.63
C 3.47 0.08 10.76
H 0.92 1.36 4.71
H -0.08 -0.11 4.28
H 1.59 -0.19 4.61
H -1.00 0.70 7.79
H -1.40 1.21 6.32
H -0.77 2.98 7.76
H 0.29 2.94 6.25
H 2.71 3.18 7.60
H 2.40 1.44 7.18
H 3.35 2.64 9.81
H 4.14 1.54 8.80
H 3.13 -0.91 11.07
H 3.20 0.75 11.57
H 4.54 0.07 10.58
C 2.01 -2.30 -7.31
O 2.78 -1.97 -6.07
C 2.05 -1.55 -4.93
C 0.72 -2.37 -4.62
O -0.37 -1.66 -5.20
C -1.62 -2.14 -4.83
C -2.61 -1.92 -6.02
O -2.12 -2.57 -7.16
C -2.10 -3.97 -7.16
H 2.66 -2.19 -8.18
H 1.14 -1.66 -7.26
H 1.68 -3.34 -7.21
H 1.76 -0.51 -5.04
H 2.63 -1.73 -4.03
H 0.51 -2.55 -3.57
H 0.88 -3.33 -5.11
H -1.97 -1.53 -4.00
H -1.60 -3.16 -4.44
H -2.62 -0.85 -6.23
H -3.62 -2.26 -5.77
H -2.08 -4.45 -8.13
H -2.98 -4.40 -6.69
H -1.20 -4.16 -6.57
*
```

Entry 4:
The following is a DFT calculation (ωB97M-V/def2-TZVPD) of an isolated molecule of C20H23N5O2S.

Summary:
E_HOMO = -7.941 eV
E_tot = -43495.0543 eV
energy above the lowest of the compared OMol25 structures with the same formula, charge and spin = 6.51 kcal/mol
SMILES = Cc1cc(=O)n2nc(N3CCC(C(=O)N[C@H](C)c4ccccc4)CC3)sc2n1
HOMO-LUMO gap = 8.44 eV

Structure (ORCA input):
```
! RIJCOSX wB97M-V def2-TZVPD def2/J DEFGRID3
* xyz 0 1
C -3.92 2.95 2.35
C -2.59 2.35 2.01
C -1.58 3.07 1.45
C -0.30 2.50 1.14
O 0.69 3.05 0.72
N -0.28 1.11 1.42
N 0.80 0.34 1.17
C 0.64 -0.86 1.59
N 1.59 -1.80 1.49
C 1.36 -3.18 1.86
C 0.86 -3.99 0.66
C 1.34 -3.36 -0.66
C 0.32 -2.32 -1.13
O -0.73 -2.12 -0.55
N 0.64 -1.70 -2.28
C -0.25 -0.75 -2.92
C -0.19 -0.95 -4.44
C 0.06 0.68 -2.57
C -0.98 1.58 -2.38
C -0.71 2.92 -2.13
C 0.60 3.37 -2.07
C 1.64 2.47 -2.24
C 1.37 1.14 -2.50
C 2.74 -2.76 -0.45
C 2.68 -1.60 0.55
S -0.93 -1.17 2.37
C -1.33 0.49 2.03
N -2.45 1.04 2.33
H -4.13 2.81 3.41
H -4.70 2.42 1.79
H -3.95 4.00 2.10
H -1.69 4.12 1.23
H 2.32 -3.57 2.21
H 0.64 -3.22 2.68
H -0.23 -4.00 0.65
H 1.21 -5.02 0.74
H 1.39 -4.13 -1.43
H 1.52 -1.89 -2.74
H -1.26 -1.00 -2.56
H 0.80 -0.71 -4.81
H -0.91 -0.29 -4.92
H -0.44 -1.98 -4.70
H -2.00 1.23 -2.42
H -1.53 3.61 -1.98
H 0.81 4.40 -1.87
H 2.66 2.81 -2.17
H 2.19 0.45 -2.63
H 3.17 -2.41 -1.39
H 3.39 -3.55 -0.07
H 3.62 -1.52 1.10
H 2.49 -0.65 0.04
*
```